Record 1
92
Properties=species:S:1:pos:R:3:forces:R:3:lowdin_charge:R:1 method="wB97M-V/def2-TZVPD" homo_ev="-10.588 / -10.588" e_lumo_ev="-5.31 / -4.88" spin_multiplicity=2 total_charge=+1 s2=0.850 e_above_lowest_kcal_mol=0.00
H -5.605 -1.510 3.207 -0.218 -0.401 -0.054 0.13
C -3.484 -1.744 3.290 -0.219 -0.454 0.946 -0.17
H 0.882 -6.428 -4.646 0.123 -0.149 0.235 0.09
H -2.240 -4.469 2.052 0.195 -0.143 -0.055 0.09
H 1.434 0.697 6.261 0.301 -0.275 -0.259 0.07
C 2.140 -3.920 -2.975 -0.681 -0.140 -0.879 -0.14
H -4.073 0.077 5.296 0.073 -0.218 0.165 0.08
H -1.546 0.931 -2.822 -0.194 0.079 0.597 0.13
H -0.437 -0.626 4.976 -0.375 0.519 0.398 0.14
C -1.095 1.840 -3.218 -0.492 -0.992 0.398 -0.46
H -3.136 2.520 3.142 -0.425 -0.553 0.012 0.10
O 3.959 -1.258 -1.453 -0.015 2.885 3.871 -0.24
H 1.398 1.719 -0.055 -0.671 0.557 0.162 0.12
N 2.420 -1.599 -3.780 0.331 1.768 0.299 0.03
H -0.401 2.571 -1.359 -0.143 0.175 0.771 0.10
H 1.045 -2.905 -4.687 -0.420 -0.230 0.465 0.13
H -3.290 4.858 -0.555 -0.115 -0.480 -0.300 0.09
H 1.531 4.374 0.526 -0.011 0.028 -0.403 0.09
H -4.680 -2.486 5.811 0.276 -0.175 -0.033 0.07
C 2.007 -2.907 -4.174 1.685 -1.049 0.463 -0.43
H 0.172 1.485 2.860 0.453 -0.057 -0.310 0.10
O 1.342 -0.780 -0.750 4.014 0.982 0.619 -0.38
C 2.223 2.343 0.288 1.135 -1.298 -0.383 -0.38
H 2.591 3.217 -1.675 -0.693 0.584 0.497 0.14
H -0.494 3.778 -2.628 -0.093 0.540 0.030 0.12
C 4.226 1.729 -2.972 -0.170 -0.162 0.502 0.03
C 0.914 1.136 5.410 -0.485 -0.363 -0.146 -0.03
H 2.010 -1.019 4.673 0.040 0.170 0.245 0.08
C -0.019 -1.033 -0.686 -0.184 0.545 0.880 -0.22
H 0.171 -5.983 -3.058 0.022 -0.432 0.154 0.09
H 1.180 3.427 1.860 0.351 -0.438 0.291 0.08
H -1.507 2.980 -4.787 0.054 0.242 -0.495 0.07
C 1.965 3.566 1.116 -1.411 1.540 -0.898 -0.03
H -2.719 -3.369 0.813 0.051 0.466 -0.181 0.09
C 3.096 2.574 -0.955 -0.841 2.634 -1.233 -0.19
H -2.955 1.184 1.897 -0.157 -0.468 0.430 0.08
H 0.198 -4.864 -4.331 0.530 0.528 -0.177 0.08
H -1.462 -2.916 2.019 -0.046 0.473 0.142 0.07
C -4.852 -1.538 3.995 0.477 0.795 -0.281 -0.43
O -3.457 -3.071 2.714 -0.779 1.680 0.549 -0.19
H 4.255 0.832 -3.590 -0.049 -0.165 0.522 0.10
N 2.982 1.421 1.188 0.771 -0.633 -0.285 0.00
N -5.116 -2.640 4.913 -0.376 0.558 -0.862 0.05
N -1.967 2.228 -4.294 0.015 0.304 -0.451 0.05
H -4.711 -3.411 4.401 -0.025 -0.744 0.743 0.06
H 2.363 1.054 1.897 -0.574 -0.516 0.294 0.07
C 0.260 0.049 4.479 0.596 1.043 1.153 -0.41
C -0.412 0.670 3.287 -2.064 0.106 -0.092 -0.21
H -5.847 -0.023 5.228 0.035 -0.409 0.215 0.08
H -0.640 -0.126 2.577 0.500 -0.075 -0.556 0.11
C -1.036 2.958 -2.156 -0.321 -0.837 -0.411 -0.19
O 3.341 1.454 -1.783 1.378 -1.657 0.607 -0.28
C 0.801 -5.653 -3.883 -0.571 -0.470 0.137 -0.13
H -1.758 4.194 0.043 0.102 0.191 0.207 0.06
C -2.306 4.492 -0.850 0.392 -0.725 -0.601 -0.08
H 1.928 -1.084 -3.064 -0.547 -0.534 0.389 0.03
H 0.302 1.899 5.892 -0.772 -0.324 -0.400 0.08
H -1.788 5.304 -1.362 0.127 0.140 0.078 0.08
H 1.380 -3.662 -2.237 -0.659 -0.452 0.049 0.10
C -2.469 1.821 2.636 1.266 0.877 0.464 -0.09
H 5.218 2.047 -2.652 -0.008 -0.346 0.313 0.10
H 0.980 -1.643 3.625 -0.092 -0.125 -0.238 0.07
H -1.845 2.498 2.052 0.449 0.077 -0.274 0.06
H -0.566 -0.158 -1.039 -0.270 0.060 -0.290 0.06
H -0.334 -1.917 -1.240 0.221 -0.080 -0.277 0.08
C 0.276 1.408 -3.735 -0.074 0.985 -0.079 -0.05
H 3.572 2.030 1.736 0.759 -0.143 0.055 0.10
H 3.867 2.535 -3.612 -0.749 0.085 0.465 0.10
H 0.728 2.336 -4.083 0.676 0.076 -0.026 0.08
H -4.984 0.652 3.934 0.215 -0.125 -0.344 0.07
H -2.744 -1.719 4.090 0.391 -0.040 0.216 0.11
H -0.342 -1.173 0.346 -0.131 -0.161 0.264 0.05
O 2.091 -5.326 -3.406 -0.163 2.388 0.368 -0.17
V 3.457 -0.220 -0.299 -3.776 -3.559 -5.873 1.22
H 0.896 0.918 -2.984 -0.011 0.173 0.167 0.05
H -3.234 -0.892 2.659 -0.167 -0.324 -0.785 0.10
O -2.364 3.345 -1.734 1.085 0.271 0.206 -0.18
C -4.926 -0.158 4.660 -0.066 0.190 -0.115 -0.06
H 3.174 -2.569 -6.015 0.002 0.569 0.295 0.08
H 4.006 -3.620 -4.865 -0.272 -0.128 0.162 0.09
N 1.344 -0.762 3.958 0.919 -0.280 -0.700 0.03
C 3.027 -3.305 -5.225 -0.874 -0.825 -1.236 -0.06
H 2.848 4.038 1.547 0.212 -0.472 0.147 0.10
H 2.487 -4.071 -5.780 0.751 -0.769 -0.071 0.08
H 1.597 1.718 4.792 0.382 -0.187 -0.013 0.06
H 3.047 -3.726 -2.402 0.456 -0.297 -0.641 0.11
C -2.419 -3.412 1.861 0.230 -1.155 -0.255 -0.13
H 0.242 0.765 -4.615 -0.462 -0.105 0.146 0.09
H 3.976 3.179 -0.739 0.651 -0.510 0.387 0.14
H -2.751 2.677 -3.843 -0.517 -0.015 -0.167 0.07
O -1.679 1.204 3.663 -0.454 0.078 0.016 -0.19
H 2.350 -1.036 -4.615 0.194 0.301 -0.054 0.07

---

Record 2
87
Properties=species:S:1:pos:R:3:forces:R:3:lowdin_charge:R:1 method="wB97M-V/def2-TZVPD" homo_ev=-9.218 e_lumo_ev=0.28 e_above_lowest_kcal_mol=55.17 smiles=CC(C)O.CC(C)O.CC(C)O.CC(C)O.CC(C)O.CC(C)O.CC(C)O.O
H 9.190 8.833 7.887 -0.270 -0.461 -0.527 0.13
H 12.917 13.378 15.265 -0.011 0.243 -0.036 0.05
H 14.340 11.226 17.664 0.516 0.448 -0.186 0.10
H 12.428 11.891 12.344 -0.595 0.153 -0.141 0.08
O 11.518 13.919 7.238 0.016 0.279 -0.400 -0.05
H 12.698 12.089 16.028 0.389 -0.121 0.605 -0.01
C 7.908 9.992 15.979 -0.919 0.283 0.369 -0.06
H 10.688 15.214 9.577 0.072 0.090 -0.374 0.08
O 10.282 11.201 13.633 -0.196 -0.146 -0.453 -0.08
C 13.409 6.020 10.344 -3.518 -2.014 0.194 -0.09
H 6.902 13.286 15.296 0.147 0.075 0.177 0.07
H 12.387 9.039 19.687 0.071 -0.051 -0.406 0.08
C 10.791 14.130 9.518 0.285 0.207 0.247 -0.06
H 14.942 8.478 12.334 0.361 -0.242 -0.331 0.07
C 11.883 13.654 8.587 0.305 0.219 -0.035 -0.50
H 10.897 11.512 17.085 -0.001 -0.112 -0.080 0.06
H 14.065 13.926 8.279 -0.221 -0.464 -0.182 0.08
C 16.561 12.482 12.869 -0.175 0.787 -1.291 -0.48
H 12.714 9.669 17.283 0.276 0.022 -0.326 0.13
H 13.547 14.161 9.921 -0.204 -0.136 0.141 0.06
H 10.776 8.264 9.672 0.022 -0.164 0.115 0.08
H 10.379 10.513 11.716 0.006 -0.209 -0.008 0.12
H 8.056 10.791 8.790 -0.284 0.119 0.381 0.08
H 11.371 13.119 6.729 0.071 -0.072 0.243 0.09
H 9.626 6.900 9.413 0.413 -0.208 -0.141 0.07
C 9.742 7.929 9.753 -0.611 0.051 -0.344 -0.06
C 12.647 10.500 17.985 -2.552 -0.903 1.658 -0.46
O 7.351 10.989 13.935 -1.242 -0.195 -0.953 -0.07
H 14.029 9.740 19.504 0.088 -0.403 -0.009 0.07
O 18.003 12.561 12.754 -0.910 -0.706 0.817 -0.04
H 9.774 8.613 13.385 -0.355 0.575 -0.095 0.08
H 16.407 11.611 14.816 0.387 -0.073 -0.004 0.08
C 8.844 10.305 9.364 -0.309 -1.034 -0.761 -0.03
H 9.384 7.923 10.783 0.196 0.274 0.146 0.07
H 7.728 10.058 17.052 0.567 -0.223 0.203 0.07
H 12.753 10.672 20.187 -0.170 0.206 -0.108 0.08
O 12.447 12.545 15.225 -0.379 0.003 -0.739 -0.04
C 14.312 7.605 12.160 -0.865 -0.074 -1.488 -0.01
C 7.603 12.573 15.729 -0.463 -1.761 0.367 -0.04
H 13.386 5.701 9.302 0.230 0.163 -0.122 0.09
H 13.521 5.123 10.953 0.791 -0.057 0.089 0.10
H 13.276 15.368 8.699 -0.552 0.134 -0.002 0.08
H 10.470 10.205 18.204 0.107 0.023 0.050 0.08
C 16.043 13.658 12.043 -0.325 -0.613 -0.867 -0.06
H 8.951 10.043 15.668 0.106 0.091 0.407 0.06
H 18.205 13.311 13.318 0.505 0.148 0.047 0.08
H 11.140 11.753 18.807 -0.271 0.001 0.057 0.09
H 11.152 8.204 12.495 0.556 -0.051 0.171 0.06
H 8.622 12.782 15.403 -0.032 -0.096 -0.054 0.07
H 13.044 10.648 13.302 -0.514 -0.509 0.536 0.08
H 16.193 11.554 12.433 0.564 -0.101 -0.471 0.13
H 16.377 14.636 12.391 -0.418 -0.005 0.523 0.08
H 7.559 12.541 16.818 0.016 0.720 0.175 0.07
C 16.024 12.470 14.265 0.418 -0.154 1.505 -0.07
H 13.314 7.952 12.426 -0.135 -0.161 -0.072 0.03
H 11.274 8.931 14.171 0.395 -0.270 -0.129 0.09
O 15.602 6.549 10.466 2.434 -0.719 0.421 -0.06
H 12.768 10.357 11.631 0.092 -0.151 -0.199 0.08
C 10.917 10.346 12.649 -0.936 0.912 1.303 -0.45
C 7.137 11.123 15.321 1.553 1.369 -0.589 -0.48
H 14.349 7.857 9.888 -1.193 0.781 0.385 0.14
O 7.530 8.402 9.054 -2.876 -0.622 -0.079 -0.01
H 9.841 13.702 9.197 -0.014 -0.063 0.342 0.08
C 12.317 10.819 12.508 1.877 0.183 -1.287 -0.07
C 8.804 8.794 8.905 3.285 2.304 1.145 -0.54
H 16.323 13.357 14.823 0.062 0.214 0.057 0.08
H 15.633 5.999 9.680 -0.074 0.016 -0.068 0.09
H 7.416 7.449 9.017 0.192 -0.084 -0.087 0.10
H 11.095 13.825 10.519 -0.463 -0.249 0.192 0.07
C 10.790 8.957 13.194 -0.240 -1.033 -0.267 -0.05
H 6.068 11.096 15.535 -0.069 -0.391 -0.205 0.13
H 14.949 12.360 14.406 -0.178 0.231 -0.740 0.06
O 13.455 11.592 17.605 0.419 -0.511 0.361 -0.05
H 8.677 10.371 10.439 -0.159 0.185 -0.116 0.07
H 11.017 11.479 14.184 -0.034 0.605 0.517 0.04
H 9.743 10.843 9.064 0.352 -0.334 0.212 0.06
C 14.323 7.076 10.648 2.196 1.847 1.536 -0.50
C 13.237 14.295 8.884 0.527 0.258 0.024 -0.06
H 11.960 12.580 8.756 0.163 -0.246 -0.166 0.12
H 7.499 9.046 15.625 -0.007 -0.054 0.007 0.08
H 14.970 13.548 11.886 -0.240 0.560 0.439 0.06
H 8.286 10.837 13.776 0.399 0.256 0.136 0.04
C 12.958 9.927 19.418 0.524 1.024 -0.714 -0.05
H 12.377 6.244 10.612 -0.306 0.535 -0.310 0.07
H 16.435 13.619 11.026 0.282 -0.329 -0.021 0.08
H 14.578 6.805 12.851 0.140 -0.079 -0.224 0.08
C 11.179 11.010 18.010 0.912 0.061 -0.095 -0.04

---

Record 3
101
Properties=species:S:1:pos:R:3:forces:R:3:lowdin_charge:R:1 method="wB97M-V/def2-TZVPD" homo_ev=-12.605 e_lumo_ev=-10.72 total_charge=+2 e_above_lowest_kcal_mol=0.00
H -21.672 13.805 -11.926 -0.435 0.074 -0.140 0.09
H -23.759 11.786 -9.146 -0.419 0.026 0.204 0.09
C -15.648 15.638 -12.424 0.123 -0.216 0.126 -0.06
H -15.866 16.564 -9.545 -0.232 0.224 0.112 0.05
C -23.971 16.977 -8.906 -0.449 0.403 -0.844 -0.10
H -14.073 14.490 -4.612 -0.263 -0.104 0.132 0.08
C -16.869 12.556 -14.453 1.235 -0.488 0.519 -0.05
H -16.340 15.782 -13.261 -0.094 0.133 0.097 0.10
H -11.696 12.729 -6.593 0.089 0.091 -0.085 0.10
C -21.463 17.000 -10.951 -0.290 0.279 -0.300 -0.09
H -24.318 14.727 -11.139 -0.292 0.155 0.030 0.08
C -24.522 14.111 -10.267 0.307 -0.252 -0.475 -0.09
C -15.336 17.099 -8.748 -0.812 -0.779 -0.506 -0.08
H -11.526 16.106 -7.573 -0.106 -0.090 -0.223 0.07
H -14.307 16.036 -3.806 0.065 0.004 -0.029 0.09
H -13.360 12.950 -11.166 0.047 -0.034 0.408 0.06
H -10.800 14.500 -7.916 -0.053 0.162 -0.184 0.11
C -14.596 15.447 -4.675 0.225 0.545 -0.008 -0.06
H -12.830 11.382 -11.737 -0.081 0.024 -0.079 0.10
N -14.883 11.756 -11.952 0.043 0.166 -0.121 -0.30
H -20.162 19.178 -8.770 -0.255 0.026 0.086 0.11
C -13.970 14.163 -13.496 0.173 -0.171 0.576 -0.08
H -11.006 15.062 -6.280 -0.184 -0.107 0.044 0.10
H -16.012 17.077 -7.892 0.193 -0.017 0.141 0.07
O -20.959 14.421 -8.630 0.774 -0.353 0.594 -0.35
C -15.484 10.432 -11.852 -0.569 -0.243 -0.458 -0.08
C -12.718 13.053 -6.753 -1.156 -0.435 -0.125 -0.07
H -20.382 17.058 -10.789 0.028 0.068 0.085 0.08
H -21.693 15.333 -12.922 -0.384 -0.014 0.026 0.10
C -18.457 12.938 -12.617 -1.343 -0.529 -0.653 -0.09
O -19.918 18.325 -6.934 0.489 0.561 -0.165 0.02
C -23.387 12.679 -8.652 1.352 0.656 -0.652 -0.07
O -19.053 17.898 -5.022 -0.169 0.253 0.354 0.02
H -14.281 14.533 -14.475 0.013 -0.090 -0.077 0.10
H -18.702 13.811 -12.007 0.721 -0.226 0.580 0.06
C -11.480 15.063 -7.272 0.377 0.246 0.440 -0.10
H -22.022 15.572 -6.549 0.153 0.087 -0.328 0.08
H -13.283 12.936 -5.821 0.235 0.098 0.105 0.08
H -13.593 16.769 -10.489 -0.319 0.159 0.268 0.08
H -13.669 11.429 -10.214 -0.276 0.366 0.126 0.09
H -24.965 16.510 -8.932 0.148 -0.205 0.648 0.09
P -14.232 15.247 -7.282 1.197 0.465 -0.522 0.50
H -15.794 12.531 -14.642 -0.039 0.209 -0.059 0.08
C -19.217 17.440 -6.253 -0.027 0.011 -0.063 -0.62
C -13.634 11.898 -11.201 0.467 -0.304 -0.500 -0.09
H -14.878 16.408 -12.494 0.063 -0.076 -0.029 0.09
F -18.219 15.815 -10.113 -0.025 -1.050 0.924 -0.50
N -15.035 14.314 -12.518 0.017 0.283 0.117 -0.24
N -23.242 13.751 -9.661 -0.504 -0.056 0.757 -0.25
H -13.087 14.723 -13.172 -0.089 0.212 -0.070 0.10
N -12.776 14.413 -7.263 0.361 0.000 -0.155 -0.24
H -13.349 17.865 -6.659 0.359 0.384 0.217 0.08
H -16.017 10.291 -10.907 0.191 -0.137 0.074 0.09
N -17.082 12.760 -13.029 -0.919 0.575 0.211 -0.24
H -13.679 13.118 -13.511 -0.016 -0.018 -0.443 0.07
H -12.304 16.982 -5.459 0.149 0.174 -0.191 0.09
H -23.983 13.042 -7.812 -0.245 -0.413 0.015 0.09
N -22.890 16.149 -8.416 0.192 0.212 -0.182 -0.25
H -20.338 14.919 -11.861 0.047 -0.012 -0.493 0.06
H -12.195 16.472 -9.534 -0.157 0.192 0.501 0.08
H -13.239 12.382 -7.442 0.243 -0.057 -0.077 0.09
H -13.197 15.151 -10.022 -0.246 0.022 0.227 0.08
H -22.367 12.476 -8.327 -0.184 -0.194 0.368 0.07
H -25.016 13.197 -10.602 0.084 -0.008 -0.048 0.10
C -19.932 18.196 -8.374 -0.372 -0.755 0.405 -0.01
O -18.804 16.383 -6.677 0.363 -0.366 -0.171 0.03
H -22.025 17.674 -10.313 0.377 -0.085 0.360 0.06
H -24.028 17.894 -8.320 -0.007 -0.028 0.035 0.10
H -23.701 15.169 -6.781 -0.207 0.403 0.434 0.09
C -22.953 15.952 -6.966 0.255 -0.909 -0.097 -0.06
H -13.667 17.891 -4.867 -0.118 0.302 -0.201 0.09
H -18.088 16.173 -4.385 -0.250 0.087 0.095 0.08
H -21.692 17.374 -11.951 0.117 -0.308 -0.151 0.10
H -15.241 18.137 -9.067 0.683 0.003 0.183 0.10
H -18.312 17.421 -3.162 0.134 0.478 -0.007 0.10
N -21.924 15.610 -10.825 -0.386 1.521 -0.760 -0.27
H -15.679 15.330 -4.633 0.050 -0.311 -0.127 0.08
H -20.707 17.451 -8.559 0.101 0.284 -0.408 0.05
C -21.430 14.864 -11.981 1.221 -0.600 1.231 -0.07
C -13.244 16.182 -9.639 0.745 -0.670 -1.323 -0.10
O -16.481 13.328 -10.561 -0.663 0.382 0.677 -0.32
H -23.852 17.246 -9.955 0.308 0.026 0.076 0.08
P -22.122 14.978 -9.333 -0.907 -0.753 -0.416 0.52
H -16.161 15.724 -11.466 -0.293 0.057 -0.180 0.05
C -13.311 17.320 -5.721 -0.350 -0.674 -0.012 -0.06
H -17.093 17.572 -4.555 0.031 0.357 0.557 0.09
C -18.076 17.254 -4.203 0.161 -1.199 -0.894 -0.02
H -17.189 11.545 -14.721 -0.501 0.227 -0.239 0.10
H -14.746 9.646 -12.003 0.232 0.168 0.244 0.10
H -19.143 13.069 -13.463 0.594 -0.029 -0.415 0.10
H -23.182 16.888 -6.464 -0.269 -0.002 -0.087 0.10
Al -18.118 13.863 -8.217 0.212 1.833 -1.602 1.12
H -18.999 17.837 -8.808 0.102 -0.111 0.344 0.08
H -17.323 13.352 -15.038 -0.226 -0.158 -0.106 0.10
H -18.819 11.993 -12.191 -0.002 0.290 0.588 0.11
H -25.228 14.602 -9.589 0.149 0.034 0.095 0.08
P -15.916 13.043 -11.885 0.992 -0.552 -0.381 0.50
H -16.198 10.281 -12.665 -0.076 0.122 0.080 0.08
N -14.095 16.345 -8.491 0.108 1.014 0.302 -0.28
O -15.349 14.301 -7.414 -1.015 -0.386 0.640 -0.33
N -14.197 16.171 -5.894 -0.817 -0.563 0.404 -0.25